A cluster of 3 separate species, C3H12N2O in total at a distorted geometry, computed with ωB97M-V/def2-TZVPD.

Properties
Maximum force   7.2 eV Å⁻¹
E_LUMO   0.8 eV
SMILES   C=C.NCO.N
Energy relative to the best compared isomer or geometry (same formula, charge and spin)   54.3 kcal per mole

ORCA input file:
```
! wB97M-V def2-TZVPD RIJCOSX def2/J DEFGRID3
* xyz 0 1
O 1.688 1.165 -0.418
N 1.085 0.094 -2.448
N -4.894 -0.089 -0.958
C 1.707 -0.843 3.270
C 1.608 -0.829 1.913
C 0.647 0.920 -1.356
H -5.357 0.778 -0.600
H -3.879 -0.064 -0.735
H 2.581 -0.854 1.290
H 0.777 -0.871 3.972
H 2.451 1.366 -0.900
H -0.061 0.255 -0.728
H -5.164 -0.674 -0.322
H 1.478 -0.856 -2.292
H 0.738 -0.912 1.243
H 1.815 0.597 -2.998
H 2.637 -0.991 3.779
H 0.145 1.808 -1.711
*
```

Atomic partial charges in e from the Löwdin method, atoms 1 to 2: O -0.08; N -0.01

A cluster of 2 separate species, C3H12N2O in total at a distorted geometry, computed with ωB97M-V/def2-TZVPD.

Properties
Maximum force   3.6 eV Å⁻¹
E_LUMO   0.7 eV
SMILES   CCO.NCN
Energy relative to the best compared isomer or geometry (same formula, charge and spin)   39.6 kcal per mole

ORCA input file:
```
! wB97M-V def2-TZVPD RIJCOSX def2/J DEFGRID3
* xyz 0 1
O 2.672 0.431 -0.039
N -1.842 0.374 -0.726
N -3.179 1.158 1.289
C 2.076 -0.893 0.079
C -1.838 1.054 0.550
C 2.210 -1.849 -1.110
H -1.141 0.594 1.231
H -3.264 0.287 1.844
H 3.086 -1.431 -1.663
H 1.030 -1.101 0.475
H 1.269 -1.858 -1.731
H 1.948 0.943 -0.306
H -0.940 -0.088 -0.902
H -1.451 2.050 0.317
H -2.568 -0.327 -0.606
H -3.900 0.977 0.567
H 2.692 -1.181 0.968
H 2.329 -2.913 -0.940
*
```

Atomic partial charges in e from the Löwdin method, atoms 1 to 2: O -0.06; N -0.02

A cluster of 2 separate species, C3H12N2O in total at a distorted geometry, computed with ωB97M-V/def2-TZVPD.

Properties
Maximum force   2.7 eV Å⁻¹
E_LUMO   0.8 eV
SMILES   CNCCN.O
Energy relative to the best compared isomer or geometry (same formula, charge and spin)   23.1 kcal per mole

ORCA input file:
```
! wB97M-V def2-TZVPD RIJCOSX def2/J DEFGRID3
* xyz 0 1
O -0.499 3.621 -2.218
N 1.200 0.206 0.667
N 1.364 -2.701 3.150
C 0.000 0.000 0.000
C 1.715 -0.996 1.313
C 0.844 -1.570 2.354
H 2.130 -3.156 2.642
H -1.107 2.880 -2.438
H 2.725 -0.805 1.723
H 1.829 0.501 -0.091
H -0.012 -0.898 -0.640
H -0.829 -0.073 0.724
H -0.692 3.830 -1.276
H 1.810 -1.779 0.536
H 1.784 -2.299 3.996
H -0.119 -1.775 1.848
H -0.164 0.887 -0.635
H 0.641 -0.887 3.201
*
```

Atomic partial charges in e from the Löwdin method, atoms 1 to 2: O -0.09; N -0.14

A cluster of 2 separate species, C3H12N2O in total at a distorted geometry, computed with ωB97M-V/def2-TZVPD.

Properties
Maximum force   1.1 eV Å⁻¹
E_LUMO   0.9 eV
SMILES   CCO.NCN
Energy relative to the best compared isomer or geometry (same formula, charge and spin)   14.0 kcal per mole

ORCA input file:
```
! wB97M-V def2-TZVPD RIJCOSX def2/J DEFGRID3
* xyz 0 1
O -2.146 -0.936 0.976
N 2.708 0.920 0.365
N 2.057 -1.392 -0.035
C -1.906 -0.359 -0.327
C -2.064 1.143 -0.371
C 1.652 0.005 -0.036
H -1.668 1.567 0.553
H 3.562 0.715 -0.148
H 1.361 0.337 -1.036
H 2.954 0.743 1.317
H 1.811 -1.872 0.815
H -2.903 -0.494 1.364
H -0.874 -0.647 -0.508
H -3.097 1.468 -0.496
H 1.841 -1.997 -0.808
H 0.789 0.129 0.612
H -1.509 1.550 -1.217
H -2.571 -0.881 -1.020
*
```

Atomic partial charges in e from the Löwdin method, atoms 1 to 2: O -0.09; N -0.01

A cluster of 3 separate species, C3H12N2O in total at a distorted geometry, computed with ωB97M-V/def2-TZVPD.

Properties
Maximum force   4.7 eV Å⁻¹
E_LUMO (alpha / beta)   -3.8 / -8.8 eV
Energy relative to the best compared isomer or geometry (same formula, charge and spin)   77.9 kcal per mole

ORCA input file:
```
! wB97M-V def2-TZVPD RIJCOSX def2/J DEFGRID3
* xyz 1 2
O 1.227 0.209 0.867
N 0.607 1.671 -1.169
N 1.081 -2.413 0.636
C -2.208 0.668 0.089
C -2.083 -0.635 -0.189
C 1.468 1.376 0.018
H -1.950 -1.043 -1.239
H -2.308 -1.366 0.584
H -0.266 2.284 -0.998
H 1.112 -0.707 0.575
H -2.660 1.359 -0.616
H -1.958 0.962 1.060
H 1.097 1.844 -1.990
H 2.450 1.323 -0.288
H 0.499 -2.934 -0.014
H 0.421 -2.001 1.314
H 1.495 2.215 0.602
H 1.976 -2.812 0.760
*
```

Atomic partial charges in e from the Löwdin method, atoms 1 to 2: O -0.07; N 0.25

A cluster of 2 separate species, C3H12N2O2 in total at a distorted geometry, computed with ωB97M-V/def2-TZVPD.

Properties
Maximum force   4.7 eV Å⁻¹
E_LUMO (alpha / beta)   3.9 / 3.8 eV
Energy relative to the best compared isomer or geometry (same formula, charge and spin)   40.5 kcal per mole

ORCA input file:
```
! wB97M-V def2-TZVPD RIJCOSX def2/J DEFGRID3
* xyz -1 2
O 1.910 -1.623 0.956
O 2.314 1.468 -0.157
N 0.311 0.133 -0.283
N -2.578 -0.289 1.142
C -1.119 0.129 -0.987
C -2.100 -0.814 -0.236
C 1.004 1.367 -0.712
H 2.216 -2.359 0.426
H -1.059 -0.003 -2.024
H -1.823 -0.251 1.818
H -3.150 -1.001 1.583
H -1.483 1.143 -0.825
H -3.012 -1.006 -0.870
H -1.758 -1.817 -0.221
H 0.199 0.105 0.713
H 1.273 -1.184 0.285
H 1.180 1.377 -1.742
H 0.500 2.362 -0.449
H 2.283 0.871 0.509
*
```

Atomic partial charges in e from the Löwdin method, atoms 1 to 2: O -0.20; O -0.05

A cluster of 2 separate species, C3H12N2O2 in total at a distorted geometry, computed with ωB97M-V/def2-TZVPD.

Properties
Maximum force   3.1 eV Å⁻¹
E_LUMO   0.8 eV
SMILES   NC[C@@H](N)CO.O
Energy relative to the best compared isomer or geometry (same formula, charge and spin)   54.8 kcal per mole

ORCA input file:
```
! wB97M-V def2-TZVPD RIJCOSX def2/J DEFGRID3
* xyz 0 1
O -1.361 5.769 -4.480
O -0.531 0.378 -1.212
N -1.213 -1.817 0.306
N 0.716 -1.621 2.879
C 1.265 -1.560 1.511
C 0.159 -1.374 0.383
C 0.132 0.165 0.017
H 2.014 -2.297 1.228
H 0.794 -1.730 -0.456
H -1.397 4.807 -4.555
H -1.320 -2.788 0.027
H -1.061 6.037 -3.616
H 1.185 0.383 -0.153
H -0.506 -0.451 -1.691
H -0.195 0.844 0.810
H 1.863 -0.655 1.438
H -0.240 -1.338 3.026
H 1.365 -0.986 3.321
H -1.668 -1.765 1.216
*
```

Atomic partial charges in e from the Löwdin method, atoms 1 to 2: O -0.06; O -0.07

A structure of composition C3H12N2O2 at a distorted geometry, computed with ωB97M-V/def2-TZVPD.

Properties
Maximum force   3.0 eV Å⁻¹
E_LUMO   0.8 eV
Energy relative to the best compared isomer or geometry (same formula, charge and spin)   57.5 kcal per mole

ORCA input file:
```
! wB97M-V def2-TZVPD RIJCOSX def2/J DEFGRID3
* xyz 0 1
O 0.818 0.661 -1.196
O 1.100 0.661 1.050
N -1.625 0.522 -0.634
N 2.610 -0.475 -0.320
C 0.301 -1.658 0.117
C -2.083 1.393 0.459
C 1.293 -0.005 -0.185
H -0.660 -1.796 0.621
H 0.355 -2.140 -0.859
H -2.295 2.390 0.069
H 2.871 -0.683 -1.272
H -1.339 -0.434 -0.284
H 3.305 0.050 0.192
H -2.973 0.992 0.952
H -1.276 1.465 1.185
H -2.313 0.436 -1.378
H 1.375 0.044 1.738
H -0.451 0.764 -1.029
H 0.989 -2.189 0.775
*
```

Atomic partial charges in e from the Löwdin method, atoms 1 to 2: O -0.09; O -0.01

A cluster of 3 separate species, C3H12N2O3 in total, computed with ωB97M-V/def2-TZVPD.

Properties
Maximum force   1.0 eV Å⁻¹
E_LUMO   0.8 eV
SMILES   NCNCC=O.O.O
Energy relative to the best compared isomer or geometry (same formula, charge and spin)   42.1 kcal per mole

ORCA input file:
```
! wB97M-V def2-TZVPD RIJCOSX def2/J DEFGRID3
* xyz 0 1
O -1.356 1.649 0.937
O -1.641 -0.345 -1.995
O -0.846 2.342 -1.622
N 0.973 -2.267 0.039
N 1.044 0.156 0.504
C -0.906 0.941 1.814
C 1.516 -0.988 -0.340
C 0.103 -0.139 1.566
H -0.557 -0.998 1.344
H 1.587 -2.898 0.517
H -0.828 2.104 -0.671
H -0.428 3.195 -1.752
H 2.588 -1.023 -0.165
H 0.598 -0.414 2.501
H 0.603 0.852 -0.091
H -1.148 -0.336 -1.170
H -1.262 1.090 2.845
H 1.256 -0.797 -1.378
H -1.701 0.596 -2.222
H 0.404 -2.720 -0.660
*
```

Atomic partial charges in e from the Löwdin method, atoms 1 to 2: O 0.03; O -0.06

The ion C3H12N2OP with charge +1 at a distorted geometry, computed with ωB97M-V/def2-TZVPD.

Properties
Maximum force   4.9 eV Å⁻¹
E_LUMO   -2.9 eV
SMILES   C[NH+]=[P@@](C)(N)OC
Energy relative to the best compared isomer or geometry (same formula, charge and spin)   10.3 kcal per mole

ORCA input file:
```
! wB97M-V def2-TZVPD RIJCOSX def2/J DEFGRID3
* xyz 1 1
P 0.125 0.653 0.146
O -1.306 0.244 -0.726
N 1.013 1.134 -1.194
N 0.745 -0.694 0.869
C 0.002 1.992 1.215
C 1.280 -1.759 -0.011
C -2.097 -0.989 -0.695
H -0.605 1.801 2.198
H 1.050 2.278 1.321
H 2.213 -2.159 0.244
H -2.058 -1.531 -1.624
H -1.786 -1.769 0.001
H 0.412 1.196 -1.927
H 1.548 1.960 -1.031
H 1.302 -0.690 1.730
H 0.532 -2.598 0.102
H -3.106 -0.564 -0.385
H -0.395 2.856 0.751
H 1.132 -1.359 -0.984
*
```

Atomic partial charges in e from the Löwdin method, atoms 1 to 2: P 0.76; O -0.29

A cluster of 2 separate species, C3H12N2OS in total at a distorted geometry, computed with ωB97M-V/def2-TZVPD.

Properties
Maximum force   3.6 eV Å⁻¹
E_LUMO   0.4 eV
SMILES   NC[C@@H](N)CS.O
Energy relative to the best compared isomer or geometry (same formula, charge and spin)   20.8 kcal per mole

ORCA input file:
```
! wB97M-V def2-TZVPD RIJCOSX def2/J DEFGRID3
* xyz 0 1
S 0.063 -2.821 -1.972
O 2.544 4.278 5.465
N -1.246 0.148 -1.949
N -1.425 1.534 0.750
C 0.549 -1.191 -1.092
C -0.768 -0.504 -0.725
C -0.377 0.568 0.275
H -0.937 2.320 1.136
H 1.036 -1.513 -0.177
H 0.951 -0.611 -1.895
H 1.408 -3.111 -2.102
H 0.045 0.085 1.175
H 2.258 3.397 5.740
H -1.932 1.082 1.512
H -1.476 -0.596 -2.611
H -2.175 0.542 -1.779
H 0.442 1.167 -0.139
H 2.495 4.161 4.507
H -1.481 -1.123 -0.189
*
```

Atomic partial charges in e from the Löwdin method, atoms 1 to 2: S 0.63; O -0.07

A cluster of 2 separate species, C3H12N2S in total at a distorted geometry, computed with ωB97M-V/def2-TZVPD.

Properties
Maximum force   6.0 eV Å⁻¹
E_LUMO   0.6 eV
SMILES   CSC.NCN
Energy relative to the best compared isomer or geometry (same formula, charge and spin)   38.1 kcal per mole

ORCA input file:
```
! wB97M-V def2-TZVPD RIJCOSX def2/J DEFGRID3
* xyz 0 1
S -0.329 -4.033 -0.719
N 0.971 4.089 0.368
N -0.252 2.586 1.873
C -1.706 -3.052 -1.217
C 0.621 2.692 0.741
C 1.045 -2.955 -0.614
H -1.642 -1.984 -0.767
H -0.138 1.708 2.382
H 1.425 -3.094 0.436
H 1.603 2.187 0.928
H -1.832 -2.911 -2.260
H 0.478 4.631 0.974
H 0.938 -1.867 -0.656
H 0.382 2.057 -0.204
H 1.663 -3.304 -1.427
H -1.249 2.501 1.654
H 0.762 4.108 -0.715
H -2.741 -3.359 -0.779
*
```

Atomic partial charges in e from the Löwdin method, atoms 1 to 2: S 0.74; N -0.02